The following is a DFT calculation (ωB97M-V with the def2-TZVPD basis set) of the molecule C4H8ClN at a distorted geometry.

Geometry as ORCA input:
```
! wB97M-V def2-TZVPD RIJCOSX def2/J DEFGRID3
* xyz 0 1
C 2.461 -0.804 -0.091
C 1.160 0.038 0.048
C -0.064 -0.326 0.202
C -1.261 0.668 0.203
H 2.899 -0.832 0.945
H 3.092 -0.699 -1.016
H 2.022 -1.870 -0.191
H -0.584 -1.284 0.211
H -0.961 1.545 -0.201
H -1.266 1.249 1.363
H -2.578 -0.076 -1.126
H -3.457 0.703 -0.055
N -2.633 -0.063 -0.197
Cl 1.170 1.752 -0.094
*
```

Calculated values
HOMO level = -9.2640 eV
Frontier orbital gap = 10.09 eV
Electronic energy = -672.03773 Eh
SMILES = C/C(Cl)=C/CN
LUMO energy = 0.82 eV
Max |F| = 7.146 eV/Å

Mulliken population analysis, charges in e, atoms 1 to 4: number 1, C, carries -0.91; number 2, C, carries 0.57; number 3, C, carries -0.50; number 4, C, carries -0.58

***

The following is a DFT calculation (ωB97M-V with the def2-TZVPD basis set) of the molecule C2H3N3O2S.

Geometry as ORCA input:
```
! wB97M-V def2-TZVPD RIJCOSX def2/J DEFGRID3
* xyz 0 1
C -0.591 -0.090 -0.205
C 1.461 0.577 -0.493
H -3.861 -1.059 0.038
H -0.095 -0.671 1.788
H 3.231 1.105 -0.663
N -1.798 -0.296 -0.501
N 0.175 -0.285 0.901
N 1.491 0.143 0.709
O 2.442 1.098 -1.200
O 0.271 0.491 -1.122
S -2.727 -1.013 0.748
*
```

Calculated values
HOMO level = -8.1019 eV
Frontier orbital gap = 8.63 eV
Electronic energy = -790.90901 Eh
SMILES = Oc1n[nH]/c(=N\S)o1
LUMO energy = 0.53 eV
Max |F| = 0.699 eV/Å

Mulliken population analysis, charges in e, atoms 1 to 4: number 1, C, carries 0.58; number 2, C, carries 0.64; number 3, H, carries 0.16; number 4, H, carries 0.22

***

The following is a DFT calculation (ωB97M-V with the def2-TZVPD basis set) of a 2-piece molecular cluster, CH3ClFP overall at a distorted geometry.

Geometry as ORCA input:
```
! wB97M-V def2-TZVPD RIJCOSX def2/J DEFGRID3
* xyz 0 1
C 1.576 0.277 -0.245
F -2.061 -1.465 1.163
P -1.749 0.132 0.804
Cl -2.527 0.248 -1.026
H 1.701 -0.289 0.695
H 1.331 1.302 -0.110
H 1.729 -0.204 -1.282
*
```

Calculated values
HOMO level (spin up / spin down) = -8.9940 / -8.3974 eV
Frontier orbital gap (spin up / spin down) = 8.03 / 8.41 eV
Electronic energy = -941.24327 Eh
LUMO energy (spin up / spin down) = -0.97 / 0.01 eV
Max |F| = 2.304 eV/Å

Mulliken population analysis, charges in e, atoms 1 to 4: number 1, C, carries -0.93; number 2, F, carries -0.26; number 3, P, carries 0.40; number 4, Cl, carries -0.14

***

The following is a DFT calculation (ωB97M-V with the def2-TZVPD basis set) of the molecule C5H8O2.

Geometry as ORCA input:
```
! wB97M-V def2-TZVPD RIJCOSX def2/J DEFGRID3
* xyz 0 1
C -2.378 -0.119 -0.462
C -0.971 -0.354 0.086
C 0.043 0.488 -0.690
C 1.510 0.494 -0.414
O 1.745 -0.213 0.698
C 3.066 -0.162 1.149
O 3.741 0.814 1.129
H -2.665 0.935 -0.362
H -3.130 -0.721 0.057
H -2.426 -0.370 -1.529
H -0.709 -1.416 0.005
H -0.933 -0.106 1.153
H -0.045 0.309 -1.772
H -0.198 1.563 -0.600
H 3.350 -1.142 1.553
*
```

Calculated values
HOMO level = -8.7885 eV
Frontier orbital gap = 9.26 eV
Electronic energy = -345.69025 Eh
LUMO energy = 0.47 eV
Max |F| = 0.741 eV/Å

Mulliken population analysis, charges in e, atoms 1 to 4: number 1, C, carries -1.25; number 2, C, carries -0.13; number 3, C, carries -0.11; number 4, C, carries -0.85

***

The following is a DFT calculation (ωB97M-V with the def2-TZVPD basis set) of the molecule C3H6N4O at a distorted geometry.

Geometry as ORCA input:
```
! wB97M-V def2-TZVPD RIJCOSX def2/J DEFGRID3
* xyz 0 1
C -1.831 0.236 -0.417
C 2.188 0.067 0.130
C -0.449 0.101 0.050
N 1.445 1.304 -0.062
N 0.271 1.368 -0.106
N -2.673 0.027 0.477
N 0.267 -1.056 -0.445
O 1.569 -1.117 0.137
H -2.092 0.432 -1.517
H 3.063 0.263 -0.540
H 2.700 0.250 1.065
H -0.399 -0.022 1.204
H -3.697 -0.013 0.120
H -0.361 -1.840 -0.095
*
```

Calculated values
HOMO level = -8.8290 eV
Frontier orbital gap = 9.72 eV
Electronic energy = -411.99553 Eh
SMILES = [H]/N=C/[C@@H]1N=NCON1
LUMO energy = 0.89 eV
Max |F| = 4.686 eV/Å

Mulliken population analysis, charges in e, atoms 1 to 4: number 1, C, carries -0.15; number 2, C, carries -0.14; number 3, C, carries 0.27; number 4, N, carries -0.26

***

The following is a DFT calculation (ωB97M-V with the def2-TZVPD basis set) of a 2-piece molecular cluster, CH5N5 overall at a distorted geometry.

Geometry as ORCA input:
```
! wB97M-V def2-TZVPD RIJCOSX def2/J DEFGRID3
* xyz 0 1
C -1.079 -0.589 2.150
N 1.219 1.231 0.762
N 0.909 0.977 -0.303
N -0.957 -1.466 1.252
N 0.984 0.441 -1.368
N 0.647 0.746 -2.705
H -0.520 -0.353 2.991
H -2.101 0.051 2.079
H -0.011 -1.814 1.304
H 1.229 0.382 -3.432
H -0.321 0.394 -2.731
*
```

Calculated values
HOMO level = -8.9634 eV
Frontier orbital gap = 9.59 eV
Electronic energy = -314.69584 Eh
LUMO energy = 0.63 eV
Max |F| = 5.479 eV/Å

Mulliken population analysis, charges in e, atoms 1 to 4: number 1, C, carries -0.27; number 2, N, carries -0.55; number 3, N, carries 0.75; number 4, N, carries -0.48

***

The calculation returns the following energy relative to the best compared isomer or geometry (same formula, charge and spin) values, one per record and in order: 62.12, 18.10, 78.24, 71.98, 133.91, 74.25 kcal/mol.